[1]
A structure of composition C13H16Br3N3 in a non-equilibrium geometry, computed with wB97M-V/def2-TZVPD.

The energy above the lowest of the compared OMol25 structures with the same formula, charge and spin is 0.00 kcal per mole. For the max |F|, the calculation gives 2.1 eV Å⁻¹. As for the charge: 0. Its total energy is -228336.7424 eV. The HOMO-LUMO gap comes out at 8.03 eV.

Each line ends with the Löwdin charge.
Positions of all 35 atoms, in Å:
H (-4.493, -17.484, -15.290)  0.098
Br (1.985, -19.663, -15.069)  0.514
C (-1.586, -16.610, -12.908)  -0.174
C (-1.341, -15.160, -11.214)  -0.121
H (0.123, -19.344, -7.870)  0.101
H (-2.757, -16.793, -11.186)  0.145
C (-4.624, -19.562, -17.866)  -0.119
H (0.242, -16.868, -8.828)  0.090
Br (-1.092, -20.390, -14.834)  0.591
H (-2.137, -17.357, -13.464)  0.102
C (-3.843, -18.696, -17.080)  -0.141
C (-5.911, -19.565, -17.375)  -0.132
H (-1.571, -14.730, -10.255)  0.106
C (-0.759, -15.617, -13.349)  -0.128
N (0.282, -19.885, -9.963)  0.001
Br (-0.334, -17.816, -16.518)  0.613
H (-2.790, -18.494, -17.200)  -0.005
H (-0.383, -15.476, -14.350)  0.078
H (0.151, -20.881, -9.961)  0.146
H (0.797, -17.045, -11.451)  0.088
N (-2.026, -16.290, -11.652)  0.023
C (0.427, -17.763, -9.404)  -0.116
H (-6.685, -18.594, -15.644)  0.136
C (-4.642, -18.229, -16.052)  -0.123
H (0.553, -19.676, -12.074)  0.077
C (-0.565, -14.742, -12.272)  -0.120
C (0.121, -18.924, -14.967)  -1.554
C (0.572, -17.860, -10.779)  -0.136
C (0.495, -19.185, -11.117)  -0.128
H (0.164, -18.295, -14.086)  -0.067
H (-4.336, -20.094, -18.759)  0.091
H (0.063, -13.866, -12.232)  0.095
H (-6.803, -20.077, -17.691)  0.102
C (0.193, -19.045, -8.901)  -0.128
N (-5.909, -18.758, -16.257)  -0.006

=====

[2]
The molecule C20H27N3O3S in a non-equilibrium geometry, computed with wB97M-V/def2-TZVPD.

The energy above the lowest of the compared OMol25 structures with the same formula, charge and spin is 81.02 kcal per mole. For the max |F|, the calculation gives 1.1 eV Å⁻¹. As for the SMILES: CCN(CC)[C@H]1CCN(C(=O)c2cc(COc3ccccc3SC)on2)C1. As for the charge: 0. Its total energy is -42624.5665 eV. The HOMO-LUMO gap comes out at 8.80 eV.

Each line ends with the Löwdin charge.
Positions of all 54 atoms, in Å:
H (-7.176, 2.868, -1.480)  0.070
C (3.996, 0.214, 0.634)  -0.308
H (-5.121, -1.859, 1.195)  0.112
H (-5.937, 2.788, -0.226)  0.066
C (3.519, 1.084, 1.608)  -0.008
H (-4.716, 0.255, -2.328)  0.116
C (3.538, 2.451, 1.406)  -0.070
H (-7.475, 0.842, -0.063)  0.115
H (-6.369, -1.620, -2.543)  0.064
C (-3.718, 1.108, 0.747)  -0.082
H (7.243, -0.452, -0.459)  0.041
C (-0.335, -0.520, 0.442)  -0.161
S (5.259, -0.290, -1.806)  0.894
C (0.987, -0.287, -0.022)  0.078
N (-2.636, 0.146, 0.811)  -0.041
H (4.947, 2.500, -1.663)  0.100
C (6.519, -1.172, -0.829)  -0.354
H (-5.539, 2.360, -1.892)  0.066
H (3.338, -1.772, -0.999)  0.091
H (-4.773, -0.881, 2.623)  0.111
C (4.540, 2.114, -0.741)  -0.103
H (-3.804, -0.705, -1.167)  0.108
H (-4.731, -2.134, -2.952)  0.070
H (1.354, 0.610, -0.473)  0.126
C (-4.569, -0.997, 1.559)  -0.085
H (3.169, -2.923, 0.366)  0.144
C (4.545, 0.741, -0.537)  -0.467
C (4.030, 2.967, 0.219)  -0.082
H (6.049, -1.702, -0.008)  0.030
N (-5.647, -0.035, -0.450)  -0.166
C (-4.807, -0.503, -1.538)  -0.233
H (-2.834, -1.927, 0.600)  0.111
C (-5.372, -1.788, -2.145)  -0.075
O (3.934, -1.142, 0.894)  -0.071
H (-7.167, 0.433, -1.750)  0.110
N (-0.435, -1.734, 0.931)  0.113
C (-6.714, 0.856, -0.851)  -0.240
H (6.996, -1.870, -1.510)  0.031
H (4.029, 4.032, 0.045)  0.104
O (-1.175, 1.616, -0.053)  0.068
H (-5.435, -2.565, -1.388)  0.067
H (3.152, 3.111, 2.168)  0.106
H (-2.524, -1.380, 2.242)  0.117
C (-1.413, 0.497, 0.380)  -0.408
H (-3.623, 1.695, -0.168)  0.121
O (0.776, -2.317, 0.817)  0.040
C (-3.064, -1.140, 1.322)  -0.157
H (-3.653, 1.794, 1.599)  0.136
C (-5.014, 0.277, 0.809)  -0.281
C (3.056, -1.882, 0.058)  -0.115
H (3.121, 0.660, 2.517)  0.125
H (-5.764, 0.805, 1.401)  0.142
C (1.637, -1.458, 0.244)  -0.205
C (-6.312, 2.310, -1.128)  -0.081

=====

[3]
A cluster of 11 separate species, C44H88O22S11 in total in a non-equilibrium geometry, computed with wB97M-V/def2-TZVPD.

The energy above the lowest of the compared OMol25 structures with the same formula, charge and spin is 135.30 kcal per mole. For the max |F|, the calculation gives 3.6 eV Å⁻¹. As for the SMILES: O=S1(=O)CCCC1.O=S1(=O)CCCC1.O=S1(=O)CCCC1.O=S1(=O)CCCC1.O=S1(=O)CCCC1.O=S1(=O)CCCC1.O=S1(=O)CCCC1.O=S1(=O)CCCC1.O=S1(=O)CCCC1.O=S1(=O)CCCC1.O=S1(=O)CCCC1. As for the charge: 0. Its total energy is -211278.0842 eV. The HOMO-LUMO gap comes out at 9.42 eV.

Each line ends with the Löwdin charge.
Positions of all 165 atoms, in Å:
O (5.557, -7.400, -1.554)  -0.321
H (9.741, 0.307, 2.488)  0.114
O (4.716, 5.261, -1.478)  -0.351
S (-2.959, 1.042, 7.897)  0.711
H (-5.614, 4.401, -2.722)  0.125
C (-5.798, -0.778, -5.391)  -0.223
H (9.297, 1.750, 3.312)  0.104
H (8.298, -6.023, -3.044)  0.084
H (2.922, 5.476, 4.842)  0.105
H (-1.003, -6.464, -2.241)  0.110
C (2.330, -5.095, -9.362)  -0.219
H (0.179, 5.787, -2.522)  0.103
H (7.888, -0.706, 0.867)  0.102
C (2.538, 4.458, 4.904)  -0.206
O (2.643, 4.484, 8.773)  -0.350
H (-4.233, 3.100, -1.693)  0.120
H (-5.254, 1.164, 7.131)  0.088
H (2.716, -5.023, -10.379)  0.111
H (-1.517, 0.587, -0.847)  0.102
C (5.870, -4.735, -1.548)  -0.213
H (-0.339, -6.871, -0.684)  0.111
H (1.370, 5.519, 6.423)  0.089
H (-6.966, -1.362, -3.706)  0.114
C (-1.961, -0.047, 6.719)  -0.190
H (-5.793, 6.256, 5.926)  0.111
H (-7.861, -1.653, -5.129)  0.120
C (1.133, 6.494, -0.608)  -0.215
C (-5.289, 6.875, 5.183)  -0.209
C (-4.316, 1.358, 6.611)  -0.173
C (-5.072, 6.070, 3.880)  -0.223
O (1.973, -5.404, -6.373)  -0.345
H (-1.995, 7.766, 4.846)  0.107
S (3.335, 5.099, -1.029)  0.703
C (-0.145, -1.085, -0.572)  -0.170
C (-0.593, 0.676, 1.146)  -0.237
H (4.467, 4.581, 6.938)  0.094
H (-3.988, -0.372, -4.187)  0.095
C (-6.036, 2.092, -1.325)  -0.183
H (4.794, 2.870, 7.144)  0.110
O (-3.536, 0.213, 8.934)  -0.331
H (7.429, -4.318, -3.765)  0.111
O (1.010, -2.976, -6.364)  -0.341
H (4.656, 3.815, 4.706)  0.112
H (2.807, 6.424, 0.832)  0.100
H (-5.949, -3.390, -5.797)  0.101
H (3.600, -3.887, -7.895)  0.096
O (1.891, 2.325, 7.695)  -0.355
C (2.190, 5.117, -2.508)  -0.197
H (-3.667, -1.192, -5.614)  0.092
C (-3.018, -0.693, 5.901)  -0.268
O (-3.529, -3.666, -4.758)  -0.340
H (-3.400, -9.502, -2.227)  0.093
H (5.208, -3.537, -3.368)  0.119
S (-3.382, 6.403, 3.464)  0.668
O (2.300, -1.525, 0.387)  -0.341
C (-0.833, -7.296, -1.558)  -0.198
H (6.733, -4.098, -1.353)  0.104
C (-2.578, -8.811, -2.415)  -0.193
H (0.554, -8.080, -3.063)  0.095
S (6.593, -6.405, -1.517)  0.677
H (0.361, -1.314, -1.510)  0.100
C (8.880, 0.827, 2.909)  -0.176
H (1.319, 7.066, -2.782)  0.106
H (-0.421, -3.867, -8.423)  0.086
S (-7.717, 2.814, -1.044)  0.686
C (2.617, -3.911, -8.366)  -0.209
H (7.313, -7.194, -3.740)  0.100
H (-1.328, -0.522, 7.469)  0.106
O (-4.585, -2.739, -2.646)  -0.361
H (0.716, 3.906, 5.923)  0.090
C (1.608, 4.491, 6.149)  -0.181
H (-4.048, 8.064, 6.601)  0.115
H (4.532, -5.130, -3.172)  0.120
H (8.017, 1.785, 1.044)  0.115
O (7.072, -2.472, 2.886)  -0.338
H (-6.985, 4.885, -0.081)  0.101
H (-1.559, 0.346, 1.527)  0.112
H (0.499, -4.418, -10.331)  0.107
H (-3.863, 0.762, 4.587)  0.103
H (-0.478, -5.563, -7.730)  0.101
H (7.562, 0.419, 4.755)  0.094
H (0.123, 1.155, -0.802)  0.108
O (-8.261, 2.493, 0.273)  -0.338
O (0.420, -2.634, 1.501)  -0.311
H (-3.603, 6.398, 6.471)  0.117
H (1.925, 4.078, -2.703)  0.092
H (-6.008, 0.285, -5.274)  0.109
C (6.566, -4.980, -3.844)  -0.226
H (2.008, 4.185, 3.991)  0.110
H (-5.899, 7.761, 5.008)  0.115
C (-7.161, 4.532, -1.097)  -0.198
C (-2.229, -7.876, -1.222)  -0.217
H (-4.287, 2.379, 6.231)  0.085
S (-0.979, -9.794, -2.648)  0.730
C (-3.073, 7.698, 4.699)  -0.210
C (-4.084, 0.253, 5.525)  -0.245
H (-6.744, -3.907, -4.258)  0.111
H (5.213, -4.703, -0.680)  0.112
O (-2.647, 5.191, 3.807)  -0.344
C (-4.434, -1.120, -4.842)  -0.212
C (0.838, -5.128, -9.577)  -0.208
H (0.449, 7.298, -0.336)  0.117
O (-0.744, -10.218, -4.028)  -0.353
C (0.128, -4.776, -8.178)  -0.190
O (5.544, -0.589, 3.424)  -0.333
H (8.787, -0.868, 4.339)  0.089
O (-8.583, 2.609, -2.182)  -0.335
H (-0.623, 1.757, 1.284)  0.110
H (-0.995, -1.723, -0.328)  0.091
C (7.192, -0.125, 1.473)  -0.260
C (-6.849, -1.719, -4.729)  -0.225
H (-5.850, -0.955, -6.465)  0.111
H (6.814, 1.661, 2.272)  0.114
C (-5.092, 3.267, -1.042)  -0.260
C (4.132, 3.584, 6.654)  -0.227
C (-3.959, 7.246, 5.886)  -0.202
H (-2.858, -8.324, -3.349)  0.098
H (0.896, -8.725, -1.510)  0.106
H (0.529, -6.126, -9.887)  0.109
H (1.545, 0.637, 1.453)  0.097
S (6.847, -1.022, 3.019)  0.680
H (0.812, 5.564, -0.139)  0.105
H (0.900, -0.027, 2.841)  0.108
H (6.190, -5.090, -4.861)  0.116
H (-4.769, 3.427, -0.013)  0.130
H (-5.928, 1.191, -0.721)  0.108
C (-6.257, -3.093, -4.794)  -0.213
S (0.935, -1.477, 0.869)  0.643
O (-2.257, 2.280, 8.215)  -0.350
H (-5.701, 6.432, 3.067)  0.099
C (7.245, -6.230, -3.235)  -0.210
C (0.677, 0.064, 1.778)  -0.200
C (-5.731, 4.410, -1.638)  -0.283
C (0.067, -8.417, -2.148)  -0.228
H (3.479, 2.468, 5.034)  0.117
H (-2.406, -8.236, -0.208)  0.113
C (7.743, 1.208, 1.927)  -0.226
H (-5.059, -0.179, 5.300)  0.115
H (-1.364, 0.613, 6.090)  0.103
H (6.258, -0.238, 0.921)  0.106
C (8.138, -0.073, 3.972)  -0.186
H (-2.958, -7.066, -1.231)  0.102
C (3.723, 3.520, 5.186)  -0.224
O (-0.822, -10.805, -1.552)  -0.367
H (2.402, -2.895, -8.699)  0.098
H (-3.575, -1.343, 6.575)  0.120
H (-5.163, 4.984, 3.890)  0.104
H (-2.689, -1.223, 5.007)  0.126
O (-3.270, 6.864, 2.070)  -0.360
O (3.079, 3.888, -0.236)  -0.354
C (5.425, -4.534, -2.982)  -0.239
H (-3.505, 8.600, 4.264)  0.107
S (2.538, 3.640, 7.584)  0.720
H (2.756, 5.377, -3.403)  0.091
C (2.606, 6.606, -0.224)  -0.208
H (2.691, -6.027, -8.928)  0.113
S (-4.542, -2.853, -4.120)  0.719
H (-5.131, 5.282, -1.378)  0.123
O (7.688, -6.465, -0.571)  -0.332
C (-0.562, 0.443, -0.341)  -0.212
H (-5.995, 1.973, -2.408)  0.096
C (1.113, 6.204, -2.148)  -0.202
H (3.044, 7.479, -0.707)  0.107
S (1.429, -4.207, -7.022)  0.689
H (-7.876, 5.191, -1.590)  0.111

=====

[4]
A cluster of 14 separate species, C5H40N2O13 in total in a non-equilibrium geometry, computed with wB97M-V/def2-TZVPD.

The energy above the lowest of the compared OMol25 structures with the same formula, charge and spin is 56.68 kcal per mole. For the max |F|, the calculation gives 4.0 eV Å⁻¹. As for the charge: 0. Its total energy is -35432.2541 eV. The HOMO-LUMO gap comes out at 9.52 eV.

Each line ends with the Löwdin charge.
Positions of all 60 atoms, in Å:
O (1.638, 3.169, -1.515)  -0.054
H (-1.351, 2.762, -1.195)  0.113
H (-3.080, 2.461, -0.979)  0.108
H (2.475, 1.515, 0.422)  -0.014
H (1.134, 3.185, -0.690)  0.012
C (-2.419, 1.364, -3.444)  -0.078
H (-0.759, 2.553, 0.917)  0.029
O (-1.532, -3.097, 1.914)  -0.072
C (-2.120, 2.193, -0.580)  -0.220
H (-0.634, -1.854, -0.373)  0.018
O (3.719, -2.200, 0.622)  -0.069
H (2.653, 0.455, -2.799)  0.065
C (-2.724, -1.021, -2.517)  -0.054
H (-0.881, 0.117, -2.824)  0.130
H (1.167, -0.058, 1.165)  0.050
H (3.266, 2.320, -0.651)  0.058
H (-1.838, 2.276, -3.492)  0.070
H (-2.608, 0.222, -0.329)  0.114
O (1.419, 2.613, 1.274)  -0.104
O (3.322, 1.556, -0.042)  -0.068
N (-0.557, 0.188, -0.430)  0.054
H (-0.447, 0.291, 3.154)  0.018
H (0.622, -0.907, 3.457)  -0.004
H (-1.525, 1.037, 2.376)  0.046
H (-2.586, 0.863, -4.405)  0.077
O (0.249, -1.093, 4.335)  -0.052
O (2.304, 0.159, -1.953)  -0.087
H (3.684, -1.054, 1.838)  0.013
O (2.281, -2.493, -1.720)  -0.091
H (-3.631, -0.945, -1.949)  0.078
H (1.503, -2.925, -1.329)  0.015
H (-3.003, -1.478, 1.326)  -0.018
H (-0.228, -1.926, 4.270)  0.044
H (-2.199, -1.820, -1.988)  0.054
H (-2.792, -1.409, -3.534)  0.082
O (-3.893, -1.834, 1.246)  -0.069
H (4.517, -2.503, 0.157)  0.075
H (3.130, -2.345, -0.166)  0.024
H (1.994, -1.590, -1.981)  0.010
H (2.332, -0.192, 2.330)  0.025
H (2.898, 0.535, -1.235)  0.021
H (-3.461, 1.607, -3.159)  0.084
H (4.113, -1.296, 3.324)  0.077
H (-0.754, -3.287, -0.975)  0.059
H (2.187, 3.019, 1.698)  0.084
O (1.423, 0.164, 2.067)  -0.094
O (-0.198, -2.734, -0.416)  -0.074
H (-3.627, -2.773, 1.258)  0.035
O (-1.106, 0.159, 2.462)  -0.090
H (-0.720, 0.052, 0.569)  0.020
C (-1.901, 0.701, -0.981)  -0.295
H (1.333, 2.373, -1.971)  0.025
H (-2.254, 3.415, 1.055)  0.080
H (-1.488, -2.200, 2.303)  0.017
N (-1.755, 2.588, 0.776)  0.015
H (1.319, 1.813, 1.889)  0.050
H (0.181, 0.883, -0.553)  0.047
H (-0.597, -3.215, 1.704)  0.034
O (3.721, -0.644, 2.739)  -0.048
C (-1.913, 0.287, -2.472)  -0.373